A cluster of 2 separate species, C12H22IN2O4P in total in a non-equilibrium geometry, computed with ωB97M-V/def2-TZVPD.

```
42
Properties=species:S:1:pos:R:3:lowdin_charge:R:1
O 1.85897 -3.33325 2.61527 -0.2809
H 3.29283 2.33313 -1.40639 0.0765
H -1.15714 4.67325 -0.17929 0.1236
C 4.01360 -4.31727 -0.28138 -0.1466
H 2.10171 0.87669 -1.08864 0.0792
H -0.73127 -4.38721 0.75299 0.0813
H -1.68671 -2.94674 1.18237 0.0433
H 1.76851 2.14194 -2.55114 0.0722
H 2.65978 -2.37049 4.23822 0.0932
P 1.88063 -3.36072 0.96687 0.7577
C -4.24420 0.88424 -1.14068 -0.6675
C 1.29984 3.00247 -0.41577 -0.2480
H -0.64871 -3.70498 2.40491 0.0833
C -0.29645 2.56634 -0.28960 -0.2292
H 3.26347 -4.71665 -0.96917 0.0793
H -0.53269 1.50770 -0.72986 0.0556
N -5.50741 1.49695 1.42614 0.0850
N -1.91838 1.97265 -4.06185 0.1018
O 0.31770 -2.61950 0.93582 -0.2664
H 3.62532 -3.71607 3.59540 0.0858
H -4.97910 0.46984 -1.97603 0.0959
H -1.15359 4.04578 -1.95548 0.1134
C -1.34194 3.70450 -0.85313 -0.2182
H 4.82514 -5.04269 -0.18249 0.0867
H 1.82365 2.83453 0.64379 0.1064
C 2.14813 2.00115 -1.45254 -0.1463
H -0.49785 2.47997 0.88401 0.1183
H -4.54520 2.95882 -2.03472 0.1596
H -3.52857 4.10366 -0.17382 0.1262
C -0.73970 -3.46718 1.34202 -0.1692
C -2.64417 1.92035 -2.96348 -0.1642
I -2.70167 -0.68018 -0.88638 0.8650
C 2.99573 -2.86417 3.32001 -0.1176
H -2.77128 2.48237 0.43133 0.1123
O 3.44344 -4.10197 0.99784 -0.2764
C -5.17585 1.08825 0.21847 -0.1713
H 4.42346 -3.38304 -0.67328 0.0851
O 2.49323 -2.05279 0.45121 -0.2812
C -2.86269 3.20083 -0.51767 -0.1876
H 3.57993 -2.14840 2.73457 0.0879
H 1.44460 4.14302 -0.66935 0.1052
C -3.59510 2.32487 -1.68907 -0.3094
```

The SMILES is CCCCC[C@@H](C#N)[C@@H](I)C#N.COP(=O)(OC)OC. The calculation puts the orbital gap at 6.9 eV.